# 1
This record from the OMol25 dataset describes a single C18H30O2 molecule at a distorted geometry. The level of theory is the ωB97M-V functional and the def2-TZVPD basis.

Positions of all 50 atoms, in Å:
C: 4.4064 -4.4321 5.4338
C: 4.0292 -4.0811 3.9960
C: 2.7148 -4.0218 3.5727
O: 2.5426 -3.5391 2.3074
C: 1.1990 -3.5071 1.8566
C: 0.9923 -2.3631 0.9584
C: 0.5625 -1.1629 1.3409
C: 0.3945 -0.7859 2.7571
C: 0.1979 -0.2650 0.2257
C: -1.3049 -0.0328 0.2955
C: -1.9146 0.8733 -0.8836
C: -2.5581 2.1028 -0.7184
C: -2.8974 2.7007 0.6708
C: -3.0242 2.9186 -1.9728
C: -1.9042 3.8099 -2.3633
C: -0.6235 3.1136 -2.7832
O: 0.0065 3.6274 -3.9304
C: -0.3665 2.2418 -4.0411
C: 0.6241 1.1285 -3.7663
C: -1.4057 1.9425 -5.0733
H: 3.7371 -5.2249 5.7398
H: 5.4551 -4.7340 5.4227
H: 4.2976 -3.5821 6.1762
H: 4.8581 -3.8643 3.3390
H: 2.0482 -4.3243 4.3046
H: 0.4964 -3.4521 2.6506
H: 0.9674 -4.5071 1.3286
H: 1.2033 -2.5746 -0.0726
H: -0.2705 -1.4332 3.2034
H: 0.0695 0.2306 2.9578
H: 1.3621 -0.8445 3.2478
H: 0.6886 0.6400 0.3641
H: 0.4467 -0.7062 -0.7268
H: -1.5208 0.4292 1.2478
H: -1.9274 -1.0233 0.2202
H: -1.5456 0.5956 -1.8661
H: -2.3277 3.6834 0.7175
H: -2.6420 1.9772 1.3910
H: -3.9416 2.8346 0.6616
H: -3.9418 3.4447 -1.6384
H: -3.4113 2.2830 -2.6796
H: -2.1674 4.4340 -3.2485
H: -1.5727 4.4458 -1.5044
H: 0.1144 2.8630 -2.0323
H: 0.5713 0.3848 -4.5287
H: 0.5751 0.6960 -2.7166
H: 1.5841 1.5096 -3.8219
H: -0.8607 1.9022 -6.0849
H: -2.1849 2.6174 -5.0269
H: -1.8312 1.0316 -4.9075

F_max in Eh/bohr: 0.1261
ΔE to the lowest compared entry with this formula, charge and spin in eV: 4.883
E in eV: -23242.436
Multiplicity: 1
Net charge: 0
SMILES: C/C=C/OC/C=C(\C)CC/C=C(\C)CC[C@@H]1OC1(C)C
Frontier orbital gap in eV: 8.831

=====

# 2
This record from the OMol25 dataset describes a molecular structure, C39H37N4O4PSY at a distorted geometry. The level of theory is the ωB97M-V functional and the def2-TZVPD basis.

Positions of all 87 atoms, in Å:
Y: 10.8111 9.7211 11.0018
O: 11.9223 13.9062 9.6719
C: 11.3623 12.9215 10.0954
N: 11.6948 11.6144 9.7787
C: 12.3931 11.4304 8.6182
O: 12.4795 12.0758 7.6276
C: 13.0841 10.0763 8.5809
C: 13.9701 9.7456 7.5391
C: 14.2901 8.3996 7.3199
C: 13.8156 7.4653 8.2287
C: 12.9616 7.8674 9.2404
N: 12.6440 9.1193 9.4367
C: 10.3710 13.0452 11.2293
C: 9.9434 14.3000 11.6473
C: 9.1441 14.3594 12.7911
C: 8.7804 13.2013 13.4568
C: 9.2085 11.9789 12.9477
N: 10.0070 11.9082 11.8803
H: 14.2815 10.4532 6.7556
H: 14.8762 8.1081 6.4512
H: 14.0688 6.4312 8.1612
H: 12.5073 7.1154 9.8696
H: 10.1334 15.2087 11.0394
H: 8.8383 15.2776 13.2147
H: 8.3293 13.2187 14.4362
H: 9.0309 11.0977 13.5615
O: 10.3316 7.7574 9.8823
N: 9.1938 7.3796 9.3279
C: 9.2048 6.1819 8.6589
C: 8.0707 5.8099 7.9492
C: 6.9586 6.6202 7.9892
C: 6.9676 7.8104 8.6638
C: 8.1423 8.2184 9.3204
S: 8.2660 9.7369 10.1716
H: 10.1119 5.5679 8.6846
H: 8.0803 4.9772 7.2509
H: 6.0672 6.3027 7.4752
H: 6.0754 8.4617 8.7585
C: 12.5249 7.1877 12.6762
C: 11.1302 6.8516 13.1604
O: 10.2863 7.9871 12.8966
C: 8.9094 7.5372 13.2093
C: 7.9191 8.6566 13.5403
H: 13.0860 6.2510 12.6433
H: 13.0039 7.9437 13.2661
H: 12.5399 7.5735 11.6802
H: 11.0887 6.6509 14.2501
H: 10.6839 6.0523 12.6100
H: 8.9373 6.9329 14.0710
H: 8.6775 6.9887 12.3066
H: 8.2216 9.2829 14.3755
H: 6.9577 8.2845 13.8699
H: 7.6979 9.2526 12.6679
C: 17.5889 10.5780 11.5726
C: 17.2829 11.5525 12.4985
C: 15.9594 11.6158 12.9594
C: 15.0223 10.6437 12.6063
C: 15.4038 9.6327 11.7219
C: 16.6825 9.5860 11.2024
P: 13.2145 10.7877 13.0713
C: 13.0812 10.0576 14.7494
C: 14.0747 9.9857 15.6900
C: 13.8158 9.3945 16.9573
C: 12.5860 8.9067 17.2568
C: 11.5253 9.0026 16.3100
C: 11.7574 9.6086 15.0793
C: 13.0717 12.5832 13.4395
C: 13.4009 13.5287 12.4463
C: 13.3714 14.8508 12.7747
C: 13.0020 15.2983 14.0261
C: 12.6663 14.3540 14.9894
C: 12.6435 12.9847 14.7104
H: 18.6205 10.5410 11.1490
H: 17.9702 12.3960 12.7016
H: 15.6651 12.4410 13.6593
H: 14.6214 8.9406 11.4986
H: 17.0105 8.7590 10.5602
H: 15.0942 10.3479 15.4976
H: 14.5888 9.3833 17.7202
H: 12.3027 8.5731 18.2352
H: 10.5746 8.7078 16.6410
H: 10.9747 9.7554 14.3519
H: 13.6873 13.2236 11.4321
H: 13.7242 15.5776 12.0747
H: 12.9875 16.3599 14.2338
H: 12.4446 14.6366 16.0445
H: 12.3192 12.3027 15.4449

F_max in Eh/bohr: 0.0460
ΔE to the lowest compared entry with this formula, charge and spin in eV: 0.089
E in eV: -76359.001
Multiplicity: 1
Net charge: +1
Frontier orbital gap in eV: 8.399

=====

# 3
This record from the OMol25 dataset describes 10 unconnected molecules or ions with the total composition C36H49BN9 at a distorted geometry. The level of theory is the ωB97M-V functional and the def2-TZVPD basis.

Positions of all 95 atoms, in Å:
B: -22.7251 -10.2523 4.5609
H: -23.7974 -9.9771 4.8288
H: -22.3779 -9.1966 3.9886
H: -22.0355 -10.2729 5.6419
H: -22.7544 -11.3036 4.1012
N: -26.2053 -10.2717 8.1262
C: -26.6011 -11.0420 6.9575
C: -27.9425 -11.6771 7.2223
C: -28.2514 -11.4303 8.6203
C: -27.0575 -10.6408 9.1970
H: -25.4420 -9.6722 8.0582
H: -26.0277 -11.1439 5.9114
H: -28.6821 -12.3212 6.5971
H: -28.9968 -11.8282 9.4169
H: -26.8572 -10.2110 10.1464
N: -17.8300 -9.2203 5.7729
C: -18.8017 -8.1893 5.4665
C: -18.0379 -6.9121 5.6779
C: -16.5975 -7.1492 6.0504
C: -16.5051 -8.5917 6.2461
H: -17.9055 -10.2036 5.5831
H: -19.6620 -8.5979 5.0827
H: -18.3954 -5.9740 5.6207
H: -15.7901 -6.4163 5.9845
H: -15.9378 -9.2818 6.6811
N: -24.6430 -8.4568 -0.2137
C: -25.3441 -9.2622 -0.9986
C: -25.2527 -10.7206 -0.5280
C: -24.5765 -10.6477 0.8674
C: -24.2203 -9.1236 0.9944
H: -24.5961 -7.4749 -0.2249
H: -25.7711 -8.8257 -1.9413
H: -25.7166 -11.5833 -0.9185
H: -24.4752 -11.4042 1.4603
H: -23.6928 -8.6331 1.7796
N: -25.2127 -14.4482 4.2677
C: -25.5567 -13.3933 3.4043
C: -26.3665 -13.9749 2.2563
C: -26.5234 -15.4029 2.5703
C: -25.6826 -15.6673 3.8776
H: -24.5042 -14.1353 5.0127
H: -25.4566 -12.4411 3.7060
H: -26.8349 -13.5213 1.3964
H: -27.0961 -16.1579 2.1652
H: -25.5859 -16.6134 4.3281
N: -23.8079 -8.2751 7.4278
C: -25.0153 -7.4241 7.5704
C: -25.1935 -7.1086 9.0329
C: -24.0328 -7.7302 9.8444
C: -23.2527 -8.5103 8.6874
H: -23.4702 -8.5634 6.5419
H: -25.3648 -7.1510 6.6293
H: -25.9758 -6.4388 9.3775
H: -23.9736 -7.7145 10.8070
H: -22.3228 -9.1054 8.8893
N: -25.1243 -8.0106 4.0973
C: -25.0312 -6.5953 4.5630
C: -26.3716 -5.9047 4.0625
C: -27.0648 -6.9714 3.4388
C: -26.2338 -8.2475 3.3406
H: -24.3298 -8.7260 4.1920
H: -24.2036 -6.3540 5.1532
H: -26.6344 -4.9197 4.3481
H: -28.0650 -6.8888 2.8625
H: -26.4947 -8.9850 2.6628
N: -18.4658 -12.0531 4.8722
C: -17.1645 -12.5796 4.8619
C: -16.9231 -13.1819 6.3329
C: -18.0619 -12.8087 7.2416
C: -19.1365 -12.2380 6.2211
H: -18.7757 -11.6503 4.1480
H: -16.5853 -12.4588 4.0149
H: -16.0800 -13.8047 6.7494
H: -18.2773 -12.8704 8.3051
H: -20.1268 -11.9480 6.2300
N: -23.2760 -13.1853 6.1858
C: -22.4264 -14.1282 5.5484
C: -22.8641 -15.5026 6.0736
C: -23.7875 -15.1263 7.1457
C: -24.0031 -13.6524 7.1859
H: -23.2009 -12.3016 5.9872
H: -21.7117 -13.6257 5.0034
H: -22.5251 -16.2931 5.7356
H: -24.3016 -15.6124 7.9806
H: -24.6857 -13.2272 7.9372
N: -20.1109 -10.9862 2.8334
C: -20.3296 -12.2284 2.1060
C: -19.0647 -12.3419 1.1722
C: -18.2299 -11.1149 1.4288
C: -18.9469 -10.3471 2.4962
H: -20.7602 -10.7013 3.4501
H: -21.1926 -12.8513 2.4387
H: -18.9806 -13.0722 0.3558
H: -17.1786 -10.8921 1.0016
H: -18.7117 -9.3566 2.8613

F_max in Eh/bohr: 0.2741
ΔE to the lowest compared entry with this formula, charge and spin in eV: 2.347
E in eV: -52193.484
Multiplicity: 1
Net charge: -1
Frontier orbital gap in eV: 7.975

=====

# 4
This record from the OMol25 dataset describes 2 unconnected molecules or ions with the total composition C7H5Cl2F3Si at a distorted geometry. The level of theory is the ωB97M-V functional and the def2-TZVPD basis.

Positions of all 18 atoms, in Å:
C: 1.3957 -0.8698 2.0673
C: 1.7294 -1.5705 0.9198
C: 0.7123 0.3319 1.9637
C: 1.3618 -1.0914 -0.3235
C: 0.3581 0.8248 0.7245
C: 0.6715 0.1161 -0.4410
C: -2.8330 0.5216 -0.8858
F: -3.4866 -0.5743 -1.3282
F: -3.5623 1.6091 -1.2274
F: -2.7858 0.4626 0.4665
Si: 0.0602 0.7395 -2.0968
Cl: 0.2248 2.6910 -2.4683
Cl: 0.3461 -0.4011 -3.7017
H: 1.6606 -1.2641 3.0355
H: 2.2716 -2.5021 0.9953
H: 0.4437 0.8792 2.8531
H: 1.6102 -1.6597 -1.2060
H: -0.1783 1.7572 0.6532

F_max in Eh/bohr: 0.0683
ΔE to the lowest compared entry with this formula, charge and spin in eV: 0.000
E in eV: -48415.419
Multiplicity: 1
Net charge: 0
Frontier orbital gap (spin up / spin down) in eV: 7.610 / 7.072

=====

# 5
This record from the OMol25 dataset describes a molecular structure, C26H25N3O3RuS2. The level of theory is the ωB97M-V functional and the def2-TZVPD basis.

Positions of all 60 atoms, in Å:
Ru: 1.1987 0.6623 -0.8995
C: 2.8063 0.2527 -3.8638
C: 3.1721 0.7907 -2.6172
C: 3.6670 -0.0505 -1.6235
C: 3.7920 -1.4244 -1.8705
C: 3.3969 -1.9451 -3.0803
C: 2.9069 -1.1024 -4.0855
H: 2.4950 0.9121 -4.6650
H: 3.1946 1.8660 -2.4956
H: 4.0483 0.3621 -0.6994
H: 4.1909 -2.0714 -1.1036
H: 3.4837 -3.0075 -3.2643
H: 2.6455 -1.5173 -5.0511
C: -2.1042 -0.1575 -0.9356
C: -1.6272 0.6034 0.2602
C: -2.5555 0.7852 1.3137
C: -2.2009 1.4466 2.4431
C: -0.9138 2.0233 2.5327
C: -0.4918 2.7874 3.6444
C: 0.7328 3.3931 3.6400
C: 1.5716 3.2814 2.5176
C: 1.1948 2.5263 1.4338
S: 2.1692 2.4273 -0.0214
C: -0.0472 1.8537 1.4405
N: -0.3958 1.0844 0.3453
H: -3.0818 0.2274 -1.2281
H: -2.2283 -1.2084 -0.6727
H: -1.4303 -0.1032 -1.7781
H: -3.5422 0.3584 1.1979
H: -2.8959 1.5589 3.2663
H: -1.1618 2.8953 4.4878
H: 1.0551 3.9808 4.4883
H: 2.5211 3.8008 2.4991
N: -0.1240 0.9023 -3.5507
C: -0.9612 1.6024 -4.3316
C: -1.1733 2.8154 -3.7144
C: -0.4112 2.7643 -2.5436
N: 0.2191 1.5986 -2.4540
H: 0.2706 -0.0170 -3.6916
H: -1.3328 1.1953 -5.2564
H: -1.7805 3.6289 -4.0680
H: -0.2827 3.5015 -1.7685
C: -3.2887 -3.1683 3.8923
C: -2.1977 -2.8161 2.9211
C: -1.1702 -1.9504 3.2816
C: -0.1474 -1.6427 2.3969
C: -0.1556 -2.2147 1.1342
C: -1.1570 -3.1003 0.7555
C: -2.1771 -3.3830 1.6454
S: 1.1778 -1.9004 0.0315
O: 1.9590 -3.0846 -0.0834
O: 1.8886 -0.6990 0.5859
O: 0.5975 -1.4010 -1.2614
H: -3.3683 -2.4281 4.6871
H: -3.0836 -4.1338 4.3586
H: -4.2538 -3.2466 3.3924
H: -1.1653 -1.5113 4.2722
H: 0.6519 -0.9729 2.6834
H: -1.1354 -3.5627 -0.2238
H: -2.9643 -4.0678 1.3541

F_max in Eh/bohr: 0.0036
ΔE to the lowest compared entry with this formula, charge and spin in eV: 0.084
E in eV: -62229.404
Multiplicity: 2
Net charge: +1
Frontier orbital gap (spin up / spin down) in eV: 7.822 / 6.853

=====

# 6
This record from the OMol25 dataset describes a molecular structure, C47H41BiCl2N10O3S2 at a distorted geometry. The level of theory is the ωB97M-V functional and the def2-TZVPD basis.

Positions of all 106 atoms, in Å:
Bi: 0.9215 0.4242 0.9768
Cl: 7.8462 0.9424 -0.1369
C: 6.3140 0.5519 0.5188
C: 5.1926 1.3325 0.1997
C: 3.9591 0.9794 0.6859
N: 2.7595 1.6789 0.4486
C: 2.6673 2.6826 -0.4577
O: 3.5197 3.0825 -1.2341
C: 1.3013 3.3288 -0.5953
C: 1.1224 4.4250 -1.4229
C: -0.1702 4.8690 -1.6728
C: -1.2396 4.2339 -1.0785
C: -0.9695 3.1347 -0.2927
N: 0.2622 2.7007 -0.0405
C: 3.8466 -0.0196 1.6881
C: 4.9516 -0.7996 1.9642
C: 6.1974 -0.4850 1.3964
Cl: 7.6035 -1.4553 1.8017
N: 2.5844 -0.2213 2.2301
C: 2.2917 -0.3986 3.5497
O: 2.9787 -0.9354 4.4270
C: 0.9252 0.1818 3.9128
C: 0.4249 -0.0599 5.1161
C: -0.8266 0.5631 5.4233
C: -1.3969 1.4382 4.5773
C: -0.9003 1.6367 3.1957
N: 0.3866 1.0616 2.9888
H: 5.2640 2.0860 -0.5674
H: 2.0639 4.7432 -1.8138
H: -0.3733 5.6950 -2.3415
H: -2.2409 4.6286 -1.2512
H: -1.7322 2.5577 0.1944
H: 4.9246 -1.6264 2.6742
H: 0.9790 -0.6998 5.8175
H: -1.2829 0.4903 6.4138
H: -2.3120 1.8396 4.8257
H: -0.8192 2.6753 2.9403
S: -6.5695 -0.4709 -2.5613
C: -7.5050 -1.6036 -1.6881
C: -6.7359 -2.4463 -0.9268
C: -5.3701 -2.1271 -1.0245
C: -5.0986 -1.1263 -1.8939
C: -3.7654 -0.5860 -2.2500
C: -2.7220 -0.5405 -1.3099
N: -1.4767 -0.1509 -1.5710
C: -1.1664 0.1691 -2.8395
C: -2.1354 0.1665 -3.8427
C: -1.7211 0.5223 -5.1917
C: -0.4519 0.8619 -5.5049
C: 0.5490 0.8059 -4.4843
C: 1.9048 1.0247 -4.8262
C: 2.8241 0.9072 -3.8196
C: 2.3506 0.6000 -2.5114
N: 1.0995 0.4368 -2.2192
C: 0.1798 0.4663 -3.2153
C: 4.2414 1.1783 -4.0680
C: 4.8010 2.1084 -4.8928
C: 6.2489 2.1140 -4.8572
C: 6.7339 1.1931 -3.9344
S: 5.4530 0.3561 -3.1843
C: -3.4276 -0.1731 -3.5252
H: -8.6138 -1.5838 -1.7738
H: -7.1864 -3.1976 -0.2557
H: -4.5838 -2.6431 -0.5096
H: -2.8712 -0.8175 -0.3034
H: -2.4351 0.4735 -5.9894
H: -0.1720 1.1069 -6.5226
H: 2.2185 1.2601 -5.8183
H: 3.0333 0.6226 -1.7089
H: 4.2525 2.7956 -5.5573
H: 6.7816 2.7350 -5.4963
H: 7.7376 0.9031 -3.6982
H: -4.1159 -0.2604 -4.3378
C: -3.3921 2.8346 2.4957
C: -3.1357 1.3890 2.0634
C: -4.1306 0.4313 2.6570
O: -1.7736 0.9932 2.1395
H: -4.4461 3.0730 2.2845
H: -2.7849 3.4500 1.7794
H: -3.1004 3.1132 3.5089
H: -3.3450 1.4288 0.9737
H: -3.9285 0.1638 3.6802
H: -4.1612 -0.4629 2.0224
H: -5.1644 0.8942 2.5889
C: 1.0695 -3.1490 1.1435
N: 0.5195 -4.4735 0.9441
C: 0.2436 -5.0193 2.2397
N: -0.7414 -4.1835 3.0452
C: -0.1906 -2.7794 3.1550
N: 0.1112 -2.2806 1.8255
C: -1.1366 -2.2106 1.0512
N: -1.7326 -3.5492 0.8726
C: -0.7387 -4.3651 0.1840
C: -1.9788 -4.1418 2.2337
H: 1.4003 -2.6645 0.2088
H: 1.8994 -3.3130 1.8329
H: 1.1969 -5.0057 2.8255
H: -0.0647 -6.0403 2.1794
H: 0.7287 -2.8508 3.8251
H: -0.9524 -2.1512 3.6398
H: -0.9462 -1.8111 0.0415
H: -1.8918 -1.5826 1.5401
H: -0.5804 -3.9931 -0.8023
H: -1.0950 -5.3895 -0.0113
H: -2.3712 -5.1340 2.0758
H: -2.6964 -3.5634 2.8087

F_max in Eh/bohr: 0.0606
ΔE to the lowest compared entry with this formula, charge and spin in eV: 1.034
E in eV: -123003.379
Multiplicity: 1
Net charge: 0
Frontier orbital gap in eV: 6.875

=====

# 7
This record from the OMol25 dataset describes a single C13H9ClN4S molecule at a distorted geometry. The level of theory is the ωB97M-V functional and the def2-TZVPD basis.

Positions of all 28 atoms, in Å:
Cl: 0.2390 5.7486 0.6844
C: 0.3955 4.0006 0.6835
C: 0.2334 3.2192 -0.4720
C: 0.2290 1.8356 -0.3601
C: 0.4289 1.2369 0.8909
C: 0.4186 -0.2750 1.0603
C: 1.8826 -0.7809 1.0201
S: 2.0315 -2.0976 -0.2371
C: 0.2879 -2.0510 -0.5391
C: -0.4294 -2.8653 -1.3892
N: -0.0434 -3.8951 -2.2126
C: -1.1805 -4.1337 -2.8490
N: -2.2696 -3.3202 -2.5639
C: -1.8304 -2.5679 -1.5979
N: -2.4787 -1.5746 -0.8838
C: -1.7751 -0.8106 -0.0766
N: -0.3916 -1.0117 0.0932
C: 0.6212 2.0225 2.0183
C: 0.6613 3.4185 1.9269
H: 0.0211 3.7126 -1.4267
H: 0.0566 1.2139 -1.2456
H: 0.0529 -0.5187 2.0577
H: 2.1251 -1.1616 2.0275
H: 2.5671 -0.0196 0.8014
H: -1.2550 -4.9397 -3.6151
H: -2.2650 0.0272 0.4391
H: 0.7941 1.5870 2.9827
H: 0.8727 4.0005 2.7828

F_max in Eh/bohr: 0.0446
ΔE to the lowest compared entry with this formula, charge and spin in eV: 0.000
E in eV: -42944.875
Multiplicity: 1
Net charge: 0
SMILES: Clc1ccc([C@@H]2CSc3c4ncnc-4ncn32)cc1
Frontier orbital gap in eV: 8.812